(1)
49
Properties=species:S:1:pos:R:3:lowdin_charge:R:1 method="wB97M-V/def2-TZVPD" gap_ev=5.99 charge=0 lumo_ev=-0.36
Na -0.666 1.728 0.866 0.386
Te 1.076 -0.756 1.362 1.415
C 2.338 -1.810 2.673 -0.543
C 2.264 -3.198 2.701 -0.146
C 3.139 -3.918 3.503 -0.082
C 4.083 -3.257 4.273 -0.083
C 4.149 -1.871 4.253 -0.084
C 3.276 -1.145 3.457 -0.140
C 2.457 -0.478 -0.203 -0.541
C 3.212 0.688 -0.278 -0.149
C 4.109 0.866 -1.322 -0.082
C 4.256 -0.120 -2.286 -0.082
C 3.504 -1.283 -2.211 -0.081
C 2.599 -1.462 -1.174 -0.136
H 1.528 -3.715 2.100 0.091
H 3.082 -4.999 3.522 0.106
H 4.768 -3.821 4.891 0.105
H 4.880 -1.352 4.860 0.105
H 3.326 -0.064 3.444 0.092
H 3.107 1.454 0.480 0.088
H 4.696 1.774 -1.378 0.105
H 4.954 0.020 -3.101 0.105
H 3.609 -2.049 -2.968 0.108
H 1.994 -2.358 -1.133 0.099
C -5.410 1.572 -0.855 -0.192
Si -3.878 1.802 0.214 0.339
C -3.853 3.620 0.728 -0.189
C -4.167 0.841 1.814 -0.186
N -2.350 1.410 -0.408 -0.163
C -1.921 0.904 -1.597 -0.390
C -2.769 0.329 -2.576 -0.048
C -2.279 -0.164 -3.770 -0.109
C -0.921 -0.128 -4.076 -0.130
C -0.062 0.430 -3.142 -0.118
C -0.548 0.931 -1.946 -0.085
H -6.271 1.978 -0.318 0.026
H -5.617 0.522 -1.069 0.023
H -5.329 2.097 -1.808 0.030
H -4.805 3.946 1.153 0.024
H -3.629 4.259 -0.129 0.024
H -3.085 3.807 1.486 0.010
H -5.119 1.105 2.281 0.025
H -3.382 1.049 2.549 0.011
H -4.167 -0.235 1.630 0.025
H -3.828 0.264 -2.377 0.073
H -2.976 -0.591 -4.482 0.097
H -0.550 -0.514 -5.016 0.087
H 1.002 0.488 -3.344 0.094
H 0.172 1.403 -1.274 0.067

=====

(2)
49
Properties=species:S:1:pos:R:3:lowdin_charge:R:1 method="wB97M-V/def2-TZVPD" gap_ev=7.36 charge=0 e_above_lowest_kcal_mol=45.5 lumo_ev=-1.44
C 0.585 -2.418 1.653 -0.042
C 0.532 -2.613 0.227 -0.135
C -0.151 -1.669 -0.556 -0.040
C -0.689 -0.359 0.028 -0.142
C 0.423 0.650 0.213 -0.052
C 0.553 1.817 -0.541 -0.258
C -0.186 1.988 -1.899 -0.026
C 1.450 2.857 -0.008 -0.195
C 0.720 3.936 0.787 -0.190
C 0.306 3.604 2.219 -0.156
C -1.090 2.886 2.336 -0.246
C -2.305 3.911 2.372 -0.017
C -1.181 2.183 3.700 -0.518
O -0.753 2.585 4.740 0.110
O -2.048 1.125 3.718 0.058
C -0.526 -1.987 -1.943 -0.244
O -1.487 -1.390 -2.495 0.078
C 0.114 -3.201 -2.556 -0.081
C -0.067 -3.467 -3.950 0.030
C 0.523 -4.623 -4.441 -0.096
C 1.263 -5.480 -3.725 -0.076
C 1.563 -5.157 -2.410 0.050
C 0.888 -4.020 -1.802 -0.108
C 1.158 -3.797 -0.413 -0.250
O 1.713 -4.714 0.288 0.061
H 1.699 -2.242 1.931 0.142
H 0.315 -3.274 2.186 0.065
H -0.114 -1.640 2.065 0.094
H -1.423 0.090 -0.524 0.064
H -1.304 -0.468 0.960 0.129
H 1.106 0.589 1.072 0.114
H 0.077 2.929 -2.340 0.056
H -0.077 1.140 -2.599 0.080
H -1.295 2.130 -1.663 0.102
H 1.911 3.395 -0.828 0.108
H 2.264 2.385 0.489 0.107
H 1.383 4.859 0.759 0.130
H -0.170 4.332 0.334 0.099
H 0.257 4.532 2.795 0.109
H 1.123 3.065 2.790 0.135
H -1.184 2.105 1.603 0.105
H -2.100 4.739 3.029 0.076
H -3.206 3.356 2.717 0.091
H -2.350 4.209 1.297 0.086
H -2.164 0.727 4.635 0.152
H -0.549 -2.830 -4.676 0.117
H 0.514 -4.749 -5.503 0.105
H 1.676 -6.313 -4.224 0.100
H 2.297 -5.712 -1.845 0.116

=====

(3)
94
Properties=species:S:1:pos:R:3:lowdin_charge:R:1 method="wB97M-V/def2-TZVPD" gap_ev=5.05 charge=-1 lumo_ev=1.48
C -2.708 2.647 3.217 -0.090
C -1.703 1.915 2.597 -0.344
C -0.532 2.474 1.981 -0.257
Al 1.003 1.893 3.225 -0.015
Cl 1.739 3.721 4.280 0.086
C 2.538 0.970 2.250 -0.374
C 2.156 0.480 0.859 -0.532
S 3.666 -0.361 0.202 0.974
C 3.211 -1.591 -0.955 -0.777
N 2.421 -2.526 -0.825 -0.038
N 2.485 -3.225 -2.025 0.043
C 3.272 -2.668 -2.735 -0.326
O 3.788 -1.564 -2.150 0.021
H -2.704 2.693 4.300 0.019
H -3.466 3.211 2.701 0.003
H -1.761 0.827 2.607 0.077
H -0.582 3.556 1.867 0.055
H -0.287 2.050 0.993 0.044
H 0.429 0.811 4.265 -0.055
H 2.829 0.106 2.833 -0.020
H 3.396 1.633 2.113 0.033
H 1.936 1.313 0.208 0.060
H 1.330 -0.222 0.865 0.055
H 3.576 -2.951 -3.716 0.014
C 4.947 -1.865 5.110 -1.551
Cl 5.359 -2.127 3.415 0.532
Cl 3.704 -0.623 5.253 0.547
Cl 4.426 -3.372 5.869 0.497
H 5.835 -1.519 5.624 -0.011
C -1.313 -1.353 -2.443 -1.514
Cl -2.292 -2.826 -2.462 0.475
Cl -2.244 0.019 -1.836 0.517
Cl 0.172 -1.647 -1.532 0.703
H -1.034 -1.119 -3.463 -0.049
C 4.525 -2.501 9.831 -1.540
Cl 5.484 -3.871 9.264 0.508
Cl 3.860 -1.583 8.481 0.516
Cl 3.237 -3.051 10.907 0.521
H 5.177 -1.848 10.395 0.009
C -2.819 -6.577 -4.072 -1.520
Cl -3.757 -7.623 -5.144 0.515
Cl -1.921 -5.382 -5.003 0.499
Cl -3.867 -5.772 -2.899 0.503
H -2.117 -7.194 -3.528 0.016
C 6.231 2.088 5.633 -1.529
Cl 4.751 2.616 4.862 0.512
Cl 7.142 1.006 4.569 0.540
Cl 7.221 3.483 6.095 0.524
H 5.973 1.542 6.532 0.011
C 1.244 -2.195 -5.156 -1.509
Cl 1.430 -0.455 -5.374 0.564
Cl -0.379 -2.706 -5.635 0.498
Cl 2.478 -3.066 -6.071 0.551
H 1.375 -2.420 -4.103 -0.036
C -4.887 -1.467 -4.999 -1.505
Cl -5.566 -0.425 -6.256 0.513
Cl -3.230 -1.933 -5.404 0.483
Cl -4.923 -0.713 -3.405 0.518
H -5.496 -2.361 -4.954 -0.054
C -3.094 3.780 -4.139 -1.552
Cl -2.234 5.218 -4.709 0.514
Cl -3.072 3.699 -2.389 0.533
Cl -4.753 3.764 -4.741 0.490
H -2.586 2.907 -4.529 0.011
C -8.227 1.825 -3.450 -1.522
Cl -8.757 0.143 -3.317 0.486
Cl -7.117 2.232 -2.143 0.532
Cl -7.476 2.112 -5.020 0.479
H -9.097 2.462 -3.367 0.010
C -7.743 -4.678 -5.993 -1.535
Cl -8.783 -6.103 -6.022 0.530
Cl -8.645 -3.253 -5.470 0.523
Cl -6.345 -4.945 -4.951 0.529
H -7.386 -4.499 -6.999 0.016
C -12.803 -0.525 -2.019 -1.550
Cl -12.639 1.202 -2.347 0.518
Cl -14.444 -1.072 -2.371 0.519
Cl -11.623 -1.449 -2.944 0.502
H -12.611 -0.688 -0.967 0.013
C 5.266 6.332 8.291 -1.563
Cl 5.109 8.061 7.961 0.515
Cl 4.720 5.963 9.932 0.510
Cl 4.382 5.384 7.107 0.525
H 6.314 6.072 8.221 0.000
C 7.590 4.611 2.465 -1.563
Cl 6.099 5.137 1.690 0.534
Cl 8.500 3.533 1.402 0.511
Cl 8.577 6.004 2.928 0.506
H 7.332 4.064 3.364 -0.057
C 6.070 -0.664 -4.469 -1.527
Cl 7.201 -0.868 -3.131 0.545
Cl 6.837 0.184 -5.812 0.531
Cl 5.439 -2.228 -4.999 0.559
H 5.239 -0.066 -4.120 0.013

=====

(4)
64
Properties=species:S:1:pos:R:3:lowdin_charge:R:1 method="wB97M-V/def2-TZVPD" gap_ev=7.63 charge=+2 e_above_lowest_kcal_mol=0.0 lumo_ev=-6.46
Ti 0.100 -0.852 -1.681 0.883
C -0.227 -1.239 2.707 -0.008
C -0.571 -1.629 1.418 -0.144
N -0.017 -0.807 0.520 -0.093
N 0.683 0.118 1.216 0.035
C 0.564 -0.116 2.531 -0.012
B 1.384 1.309 0.502 -0.648
N 2.468 0.719 -0.447 0.037
C 3.693 1.161 -0.767 -0.019
C 4.183 0.405 -1.818 -0.001
C 3.162 -0.489 -2.110 -0.089
N 2.129 -0.295 -1.281 -0.068
N 0.326 1.973 -0.426 0.050
C -0.058 3.245 -0.597 -0.021
C -0.834 3.326 -1.742 -0.011
C -0.862 2.034 -2.243 -0.109
N -0.158 1.218 -1.449 -0.077
N 1.967 2.246 1.509 -0.024
C 3.089 2.056 2.269 -0.090
C 3.029 2.917 3.328 -0.037
C 1.800 3.595 3.159 -0.123
N 1.162 3.180 2.084 0.070
H -0.523 -1.692 3.637 0.114
H -1.208 -2.436 1.089 0.118
H 1.031 0.535 3.253 0.135
H 4.137 1.982 -0.232 0.135
H 5.137 0.500 -2.305 0.117
H 3.108 -1.247 -2.875 0.129
H 0.244 3.992 0.118 0.121
H -1.288 4.208 -2.159 0.114
H -1.338 1.645 -3.129 0.122
H 3.844 1.341 1.993 0.121
H 3.760 3.053 4.106 0.106
H 1.367 4.365 3.778 0.114
O -0.092 -1.495 -5.592 0.223
N -0.747 -1.085 -4.795 0.122
O 0.130 -0.805 -3.425 -0.391
S -2.361 -1.241 -1.632 0.733
C -3.188 0.108 -0.910 -0.726
N -2.746 0.712 0.177 0.062
C -3.458 1.815 0.831 -0.128
C -4.948 1.654 0.586 -0.142
C -5.207 1.527 -0.906 -0.132
N -4.326 0.494 -1.466 0.044
H -1.877 0.376 0.560 0.095
H -3.092 2.765 0.435 0.124
H -3.221 1.777 1.892 0.134
H -5.485 2.514 0.980 0.131
H -5.313 0.766 1.104 0.130
H -5.026 2.474 -1.416 0.131
H -6.235 1.230 -1.105 0.134
H -4.608 0.004 -2.300 0.137
O 0.532 -2.729 -1.519 -0.234
N 0.964 -3.597 -0.598 -0.131
C 0.406 -4.822 -0.615 0.034
C 0.822 -5.775 0.284 0.009
C 1.823 -5.459 1.195 0.000
C 2.378 -4.190 1.179 0.007
C 1.934 -3.259 0.265 0.007
H -0.354 -4.968 -1.367 0.157
H 0.365 -6.753 0.258 0.133
H 2.166 -6.197 1.907 0.132
H 3.161 -3.909 1.867 0.132
H 2.318 -2.255 0.174 0.128

=====

(5)
61
Properties=species:S:1:pos:R:3:lowdin_charge:R:1 method="wB97M-V/def2-TZVPD" gap_ev="2.61 / 6.71" spin_multiplicity=8 charge=-2 e_above_lowest_kcal_mol=35.2 lumo_ev="3.75 / 3.75"
Eu 0.284 -0.008 -0.428 1.538
O -0.597 3.922 1.454 -0.001
C 0.005 2.884 1.221 -0.631
O -0.345 1.974 0.412 -0.183
C 1.294 2.559 2.038 -0.098
C 1.049 1.246 2.819 -0.259
C 2.076 1.119 3.956 -0.112
C 3.353 0.838 3.146 -0.103
C 2.791 0.750 1.714 -0.283
O 1.475 0.241 1.910 -0.143
C 2.499 2.149 1.157 -0.104
C 2.136 2.062 -0.356 -0.671
O 1.887 3.094 -0.973 0.006
O 2.208 0.910 -0.894 -0.215
H 1.515 3.402 2.699 0.139
H 0.012 1.075 3.111 0.158
H 1.822 0.276 4.600 0.106
H 2.138 2.014 4.571 0.102
H 3.811 -0.109 3.430 0.106
H 4.092 1.630 3.239 0.103
H 3.352 0.098 1.040 0.146
H 3.335 2.847 1.254 0.146
N -1.687 1.454 -1.810 -0.043
C -1.023 2.456 -2.641 -0.263
C -0.347 1.729 -3.798 -0.242
N 0.549 0.734 -3.239 -0.107
C 1.073 -0.187 -4.229 -0.249
C 1.820 -1.310 -3.512 -0.278
N 0.936 -1.868 -2.498 -0.041
H -2.486 1.058 -2.304 0.075
H -2.014 1.893 -0.950 0.067
H -0.262 2.954 -2.031 0.095
H -1.714 3.226 -3.029 0.098
H 0.165 2.447 -4.460 0.107
H -1.111 1.201 -4.382 0.104
H 1.329 1.216 -2.777 0.090
H 1.740 0.293 -4.966 0.105
H 0.218 -0.611 -4.774 0.107
H 2.693 -0.897 -3.000 0.106
H 2.158 -2.055 -4.255 0.095
H 1.423 -2.576 -1.952 0.049
H 0.125 -2.304 -2.933 0.076
Br -6.219 -4.363 -0.274 0.661
C -5.270 -2.982 0.639 -0.684
C -5.846 -2.403 1.756 -0.161
C -5.146 -1.418 2.432 -0.089
C -3.896 -1.025 1.991 -0.015
C -3.339 -1.603 0.855 -0.109
C -4.032 -2.592 0.170 -0.069
C -1.978 -1.140 0.388 -0.670
O -1.680 -1.284 -0.822 -0.136
O -1.233 -0.621 1.239 -0.100
H -6.823 -2.719 2.089 0.085
H -5.587 -0.962 3.306 0.095
H -3.325 -0.269 2.506 0.117
H -3.585 -3.036 -0.706 0.109
N 1.494 -1.944 0.245 0.036
C 2.274 -2.654 0.759 -0.357
N 3.228 -3.362 1.144 0.054
C 3.437 -4.299 1.989 -0.483
N 3.753 -5.150 2.706 0.020

=====

(6)
53
Properties=species:S:1:pos:R:3:lowdin_charge:R:1 method="wB97M-V/def2-TZVPD" gap_ev=6.95 charge=+2 e_above_lowest_kcal_mol=0.0 lumo_ev=-6.16
C -0.495 -2.436 -5.670 -0.147
C -1.216 -1.520 -6.606 -0.238
H -1.036 -3.384 -5.616 0.132
H 0.472 -2.696 -6.112 0.134
C -1.454 -0.220 -6.294 -0.239
C -0.945 0.399 -5.030 -0.105
H -1.775 0.541 -4.331 0.142
H -0.580 1.405 -5.249 0.114
C -1.659 -2.145 -7.884 -0.035
H -1.276 -3.160 -7.974 0.084
H -1.355 -1.588 -8.764 0.090
H -2.750 -2.227 -7.912 0.100
C -2.222 0.707 -7.173 -0.039
H -3.181 0.304 -7.482 0.090
H -1.658 0.937 -8.081 0.098
H -2.400 1.659 -6.674 0.080
Ca 0.000 0.000 0.000 1.564
O -0.047 -0.456 -1.991 -0.120
C 0.462 0.083 -2.984 -0.297
O 1.306 1.455 -0.544 -0.053
C 1.734 1.712 -1.661 -0.434
O 2.622 2.660 -1.864 0.128
N 1.373 1.109 -2.868 0.114
C 3.057 2.667 -3.255 -0.032
C 2.024 1.814 -3.986 -0.039
H 4.057 2.245 -3.280 0.144
H 3.082 3.698 -3.583 0.146
H 2.489 1.118 -4.674 0.142
H 1.296 2.419 -4.521 0.139
C 0.151 -0.419 -4.361 -0.219
C -0.300 -1.887 -4.270 -0.132
H 1.045 -0.376 -4.981 0.155
H -1.237 -1.921 -3.713 0.130
H 0.418 -2.498 -3.722 0.124
N 1.643 -1.418 0.833 -0.041
C 1.713 -1.227 2.253 -0.231
C 2.572 -2.024 3.026 0.013
C 2.646 -1.857 4.415 -0.025
C 1.872 -0.886 5.058 0.015
C 1.006 -0.077 4.315 -0.152
C 0.216 0.906 4.937 0.050
C -0.649 1.694 4.174 -0.015
C -0.727 1.486 2.797 -0.081
N 0.044 0.530 2.218 -0.076
C 0.912 -0.249 2.916 -0.180
H 2.545 -1.324 0.344 0.124
H 1.424 -2.395 0.587 0.124
H 3.182 -2.781 2.551 0.125
H 3.307 -2.483 4.999 0.121
H 1.945 -0.772 6.133 0.131
H 0.267 1.063 6.008 0.136
H -1.260 2.454 4.645 0.121
H -1.402 2.076 2.191 0.119

=====

(7)
57
Properties=species:S:1:pos:R:3:lowdin_charge:R:1 method="wB97M-V/def2-TZVPD" gap_ev="4.35 / 4.36" charge=+3 lumo_ev="-11.77 / -11.76"
Nb 0.685 0.489 -0.610 1.900
C 1.139 -4.837 -2.995 -0.038
O 0.982 -3.511 -2.487 -0.066
C -0.245 -2.984 -2.725 -0.199
C -1.347 -3.719 -3.212 0.071
C -2.614 -3.127 -3.321 0.011
C -2.739 -1.806 -2.881 0.021
C -1.692 -1.038 -2.310 -0.143
C -2.116 0.162 -1.709 0.033
N -1.295 0.786 -0.877 -0.218
N -1.910 1.784 -0.153 0.104
C -1.010 2.516 0.439 -0.407
O 0.267 2.231 0.380 -0.184
C -1.406 3.708 1.200 -0.173
C -0.506 4.390 2.022 -0.016
C -0.987 5.426 2.839 -0.032
C -2.342 5.803 2.879 -0.014
C -3.186 5.188 1.966 -0.042
C -2.746 4.106 1.213 -0.015
C -0.393 -1.651 -2.288 -0.217
O 0.768 -1.037 -1.877 -0.242
H 2.125 -5.191 -2.651 0.115
H 1.081 -4.840 -4.087 0.120
H 0.402 -5.532 -2.565 0.100
H -1.258 -4.791 -3.485 0.142
H -3.484 -3.637 -3.735 0.141
H -3.701 -1.298 -3.025 0.141
H -3.159 0.525 -1.844 0.181
H 0.535 4.132 2.027 0.106
H -0.258 5.945 3.446 0.115
H -2.714 6.566 3.548 0.125
H -4.194 5.581 1.808 0.128
H -3.453 3.502 0.622 0.122
Cl 1.002 1.898 -2.703 0.639
C 2.573 2.912 -2.025 -0.158
C 3.381 2.066 -0.969 -0.571
O 4.488 2.339 -0.618 0.203
O 2.650 1.086 -0.410 -0.253
H 2.143 3.821 -1.573 0.106
H 3.203 3.245 -2.875 0.121
N 1.599 -2.943 2.684 0.065
C 0.148 -2.622 2.401 -0.061
C 0.033 -1.761 1.119 -0.153
N 0.870 -0.541 1.295 -0.192
C 2.291 -0.807 1.635 -0.144
C 2.437 -1.710 2.888 -0.049
H 2.018 -3.507 1.920 0.203
H 1.633 -3.554 3.527 0.212
H -0.274 -2.101 3.251 0.147
H -0.352 -3.601 2.231 0.165
H -1.028 -1.474 0.981 0.147
H 0.406 -2.341 0.225 0.137
H 0.447 0.070 2.040 0.178
H 2.756 0.154 1.863 0.142
H 2.777 -1.216 0.751 0.135
H 2.102 -1.181 3.785 0.154
H 3.466 -2.074 3.023 0.162

=====

(8)
53
Properties=species:S:1:pos:R:3:lowdin_charge:R:1 method="wB97M-V/def2-TZVPD" gap_ev=8.48 charge=0 smiles="CCOc1ccc(NC(=O)CN2CCN(Cc3c(F)cccc3F)CC2)cc1" e_above_lowest_kcal_mol=11.0 lumo_ev=0.67
C -5.239 -2.528 0.722 -0.063
C -5.787 -1.531 -0.297 -0.251
O -5.494 -0.192 0.041 -0.055
C -4.230 0.289 -0.126 -0.274
C -4.004 1.575 0.371 0.007
C -2.773 2.181 0.252 0.002
C -1.724 1.507 -0.371 -0.219
N -0.446 2.053 -0.510 0.132
C 0.063 3.206 -0.012 -0.460
O -0.550 4.061 0.586 0.069
C 1.559 3.326 -0.324 -0.106
N 2.179 2.019 -0.324 -0.189
C 2.220 1.409 1.008 -0.135
C 3.596 0.814 1.328 -0.156
N 4.133 -0.029 0.280 -0.148
C 3.925 -1.456 0.409 -0.114
C 2.496 -1.932 0.239 -0.065
C 1.587 -1.959 1.293 -0.238
F 2.016 -1.629 2.528 0.072
C 0.263 -2.329 1.145 -0.004
C -0.194 -2.704 -0.106 -0.083
C 0.674 -2.723 -1.183 -0.015
C 1.992 -2.346 -0.991 -0.230
F 2.827 -2.414 -2.050 0.065
C 3.896 0.497 -1.058 -0.155
C 3.453 1.954 -1.017 -0.173
C -1.947 0.232 -0.875 -0.024
C -3.184 -0.376 -0.757 -0.029
H -5.523 -3.538 0.439 0.076
H -4.155 -2.466 0.781 0.058
H -5.646 -2.308 1.706 0.080
H -5.426 -1.766 -1.306 0.114
H -6.879 -1.576 -0.306 0.123
H -4.823 2.085 0.851 0.120
H -2.609 3.171 0.643 0.103
H 0.244 1.460 -0.959 0.133
H 2.006 4.030 0.396 0.135
H 1.653 3.763 -1.323 0.133
H 1.455 0.623 1.048 0.107
H 1.972 2.147 1.779 0.131
H 4.308 1.632 1.492 0.119
H 3.538 0.246 2.256 0.117
H 4.550 -1.940 -0.346 0.129
H 4.283 -1.751 1.399 0.129
H -0.387 -2.323 2.005 0.121
H -1.224 -2.994 -0.238 0.104
H 0.352 -3.032 -2.164 0.120
H 4.821 0.399 -1.639 0.125
H 3.107 -0.062 -1.579 0.110
H 3.298 2.306 -2.040 0.126
H 4.231 2.583 -0.558 0.125
H -1.141 -0.297 -1.365 0.102
H -3.315 -1.364 -1.171 0.100